No. 1
C59H67AsGeN4O5RbS2Si3 | ωB97M-V with the def2-TZVPD basis set

```
143
Properties=species:S:1:pos:R:3:forces:R:3
Rb -0.02839 0.15375 0.49862 -0.01 1.27 -0.53
O 0.00140 2.37657 -1.14254 -0.01 0.15 -0.03
C 0.85636 3.01399 -1.80940 0.04 -0.03 0.04
C 1.01864 4.43816 -1.68261 -0.01 -0.03 -0.01
C 1.94562 5.13368 -2.40991 0.03 0.06 -0.02
C 2.80422 4.49005 -3.32278 -0.04 -0.02 0.03
C 2.68979 3.12525 -3.45790 0.03 0.01 -0.01
C 1.74528 2.37246 -2.74279 0.06 -0.12 -0.04
C 1.76870 0.94227 -2.94333 0.03 0.10 0.07
N 0.95133 0.05759 -2.48878 -0.06 -0.18 -0.06
N 1.40244 -1.22693 -2.82411 -0.05 0.11 0.07
C 0.50640 -2.12717 -2.97752 -0.04 -0.15 -0.22
O -0.80398 -2.05881 -2.94704 -0.06 0.04 0.31
C 0.99943 -3.50423 -3.32376 0.06 0.12 0.08
C 0.12692 -4.58532 -3.32124 0.00 -0.03 0.04
C 0.57649 -5.85668 -3.64950 0.03 0.00 0.03
C 1.90724 -6.06307 -3.97950 -0.01 0.01 0.03
C 2.78782 -4.98695 -3.97101 0.01 0.01 -0.01
C 2.33805 -3.71706 -3.64702 0.04 -0.03 0.00
H 0.36995 4.93449 -0.97076 0.00 0.02 0.01
H 2.02774 6.20807 -2.27157 0.00 -0.01 0.00
H 3.54208 5.04832 -3.88386 0.01 0.01 -0.01
H 3.35097 2.59473 -4.13902 0.00 0.00 0.00
H 2.60841 0.57277 -3.54589 -0.01 0.02 0.01
H -0.90064 -4.42438 -3.03489 -0.05 0.01 0.02
H -0.11593 -6.68908 -3.62800 -0.01 -0.02 -0.01
H 2.26026 -7.05552 -4.23154 0.01 -0.02 -0.01
H 3.83147 -5.13789 -4.22122 0.00 0.00 0.00
H 3.00936 -2.86940 -3.63503 0.00 0.00 0.00
S -5.65519 3.81476 5.28485 -0.01 0.08 0.08
C -7.18507 3.14243 4.87835 -0.01 -0.01 -0.01
C -7.06066 2.22264 3.88310 0.08 0.01 -0.02
C -5.72375 2.05683 3.43910 -0.11 -0.02 0.01
C -4.82037 2.85596 4.10580 0.20 0.00 -0.03
C -3.38726 2.96489 3.94004 -0.15 -0.05 -0.01
C -2.70386 2.14341 3.01417 0.04 -0.11 0.04
N -1.42381 2.16950 2.76596 0.02 0.01 -0.07
C -0.64654 3.07310 3.45593 -0.03 -0.05 -0.02
C -1.22872 3.91344 4.45522 0.11 0.03 0.02
C -0.36411 4.80487 5.19355 -0.07 -0.03 -0.05
C 0.95492 4.87103 4.94184 0.06 -0.05 -0.04
C 1.56222 4.06195 3.91074 -0.14 0.05 0.07
C 2.90147 4.14544 3.59681 0.09 0.07 -0.06
C 3.43003 3.39340 2.53436 0.01 0.02 0.00
C 2.52225 2.54241 1.87261 -0.01 0.09 -0.05
N 1.25842 2.39596 2.16671 0.04 -0.10 -0.06
C 0.72721 3.16532 3.17202 0.04 -0.07 -0.02
C 4.81928 3.44578 2.12229 -0.09 -0.09 0.06
C 5.39353 3.03955 0.94166 0.06 -0.02 -0.01
C 6.80621 3.18082 0.92540 -0.05 0.00 0.01
C 7.30435 3.70099 2.07916 -0.03 0.00 -0.01
S 6.04521 4.01079 3.20766 0.06 0.01 0.07
C -2.58720 3.85261 4.67634 -0.03 0.06 0.09
H -8.07628 3.46183 5.39016 -0.05 0.01 0.02
H -7.89768 1.67651 3.47177 -0.03 -0.02 -0.01
H -5.43706 1.37025 2.65738 0.00 -0.02 -0.02
H -3.26842 1.39583 2.46365 -0.02 -0.01 -0.06
H -0.81053 5.43006 5.95995 -0.01 0.00 0.01
H 1.59038 5.55054 5.50020 0.01 0.00 0.01
H 3.52916 4.84082 4.14662 0.01 -0.01 0.01
H 2.88103 1.95155 1.03230 0.03 -0.08 -0.01
H 4.81938 2.67666 0.10215 -0.03 0.00 -0.03
H 7.42279 2.91128 0.07991 0.02 0.00 -0.02
H 8.32774 3.92262 2.32770 0.05 0.02 0.00
H -3.02518 4.50094 5.42982 0.00 0.00 -0.01
C -3.34979 0.46745 -5.89102 0.02 0.05 -0.06
Si -1.83672 0.53019 -4.75750 -0.09 0.01 0.06
C -1.55081 2.30495 -4.24097 0.04 0.02 -0.03
C -0.40578 -0.13024 -5.76823 0.04 -0.02 -0.04
Ge -2.26406 -0.87952 -2.88028 0.04 -0.05 -0.15
Si -3.54539 -2.77361 -3.61290 0.00 0.11 0.06
C -2.74762 -3.40381 -5.19721 0.02 -0.04 -0.06
C -5.35995 -2.49954 -4.05606 -0.03 -0.04 0.00
C -3.48401 -4.11181 -2.29062 0.02 -0.03 0.02
Si -3.50475 0.31046 -1.20288 0.11 0.04 -0.02
C -4.94235 0.70339 -2.37312 -0.03 0.09 0.04
C -2.93542 1.99196 -0.63441 0.03 -0.07 0.03
C -4.19885 -0.66540 0.22498 -0.06 -0.08 -0.01
H -3.19761 1.14388 -6.73752 -0.03 0.01 -0.04
H -4.26102 0.77371 -5.37666 -0.04 0.03 0.03
H -3.51186 -0.53647 -6.28562 0.00 -0.04 -0.02
H -0.85237 2.79940 -4.92084 -0.01 0.05 -0.02
H -1.12548 2.35637 -3.23702 0.01 -0.01 0.03
H -2.48885 2.86561 -4.24663 -0.02 0.02 0.02
H -0.30932 0.48019 -6.67121 0.05 -0.02 -0.04
H -0.57260 -1.16742 -6.06551 -0.02 -0.02 -0.02
H 0.53069 -0.08506 -5.21533 0.05 0.01 0.03
H -3.02104 -2.77145 -6.04400 -0.01 0.01 -0.04
H -3.09499 -4.42020 -5.40590 0.00 -0.02 -0.05
H -1.66052 -3.42056 -5.12533 0.02 -0.02 0.02
H -5.50319 -1.66844 -4.74766 0.01 0.03 -0.04
H -5.97320 -2.31740 -3.17304 -0.02 0.01 0.04
H -5.73068 -3.40974 -4.53750 -0.05 -0.01 -0.01
H -2.78702 -3.84189 -1.49406 0.05 0.01 0.00
H -3.18127 -5.07255 -2.71543 -0.03 -0.04 0.00
H -4.47223 -4.23864 -1.84199 -0.02 -0.01 0.03
H -4.62537 1.37454 -3.17313 0.03 0.04 -0.02
H -5.70924 1.22651 -1.79430 -0.03 0.02 0.01
H -5.40008 -0.17078 -2.82553 -0.08 -0.11 -0.05
H -2.93844 2.67620 -1.48400 0.03 0.05 -0.02
H -1.94194 2.05684 -0.20290 -0.02 0.05 0.06
H -3.66113 2.34822 0.10340 -0.04 0.04 0.00
H -4.53605 -1.65111 -0.09871 -0.03 -0.04 0.01
H -5.05288 -0.10792 0.62542 -0.03 -0.03 0.02
H -3.46171 -0.82500 1.00933 0.05 0.03 0.03
C 2.52547 -3.34630 2.97056 -0.07 -0.06 0.00
As 2.14045 -1.57622 2.22974 0.63 -0.07 0.11
C 2.03652 -0.66138 3.95763 -0.07 -0.04 0.01
C 4.01791 -1.09371 1.70810 0.05 -0.04 0.08
C 5.08108 -1.32071 2.72864 -0.10 -0.01 -0.04
C 5.78848 -2.52142 2.78343 0.03 -0.02 0.01
C 6.75388 -2.74153 3.75553 -0.01 0.01 -0.01
C 7.03459 -1.76054 4.69633 -0.01 0.00 0.01
C 6.33683 -0.56039 4.65386 0.00 0.01 0.00
C 5.37023 -0.34576 3.68412 0.07 -0.02 0.00
H 3.30070 -3.28490 3.73552 -0.01 -0.02 0.00
H 2.83154 -4.02941 2.17828 0.00 0.01 0.02
H 1.60136 -3.72830 3.40604 -0.01 -0.01 -0.01
H 2.89004 -0.91466 4.58842 -0.03 0.00 0.00
H 1.11204 -0.99023 4.43454 0.01 0.00 -0.01
H 1.97956 0.41565 3.81408 0.01 0.05 -0.03
H 3.98121 -0.04234 1.42038 0.00 0.02 -0.01
H 4.20504 -1.67672 0.80237 0.02 0.03 0.03
H 5.57579 -3.29193 2.05111 0.00 0.00 -0.01
H 7.28985 -3.68306 3.77626 0.01 -0.01 0.00
H 7.79028 -1.92843 5.45338 0.01 0.00 0.01
H 6.54574 0.22083 5.37424 0.01 0.00 0.02
H 4.83437 0.59371 3.66009 -0.04 0.11 -0.04
O -2.23550 -4.70244 2.32075 0.01 -0.05 0.03
C -1.07680 -4.95604 1.63488 -0.03 0.07 -0.03
C -0.46991 -6.20404 1.66691 0.02 -0.01 0.00
C 0.69761 -6.42998 0.94726 0.02 -0.02 0.00
C 1.25092 -5.41102 0.18988 -0.08 -0.01 -0.03
C 0.62581 -4.16991 0.16304 0.01 0.00 -0.06
C -0.53159 -3.91839 0.88250 -0.01 -0.12 0.06
C -1.13043 -2.52191 0.87068 -0.19 -0.19 -0.04
O -0.91925 -1.82621 1.88256 -0.42 -0.60 0.56
O -1.70598 -2.16236 -0.18340 0.14 -0.12 0.03
H -2.48016 -5.49193 2.81352 0.01 0.03 -0.02
H -0.91493 -7.00114 2.25528 0.00 -0.01 0.00
H 1.16431 -7.40733 0.97880 0.00 0.00 0.00
H 2.14897 -5.57633 -0.39024 0.04 -0.01 -0.03
H 1.04913 -3.36663 -0.42736 0.01 0.03 -0.06
```
Forces are in eV/Å.

Results
charge: -2
energy above the lowest of the compared OMol25 structures with the same formula, charge and spin: 38.8 kJ/mol
2S+1: 2
<S²>: 0.796

---

No. 2
C5H6BN3O2 | ωB97M-V with the def2-TZVPD basis set

```
17
Properties=species:S:1:pos:R:3:forces:R:3
B -0.80766 -1.95271 -0.87413 -0.73 0.51 -2.24
C 1.98226 -0.44649 0.55374 0.71 0.56 0.75
C -1.50204 0.82973 -0.76206 -0.18 0.38 -0.63
C -1.18243 -0.43390 -0.94567 2.91 0.25 1.84
C 0.88296 0.25655 0.36771 -5.29 -0.28 -3.02
C 0.75687 2.46848 1.37061 -1.29 1.73 -1.65
N 2.92856 -1.06815 0.67380 2.10 -1.61 0.24
N -0.83251 1.81626 -0.10368 0.19 -0.40 -0.32
N 0.36907 1.41325 0.43179 -2.07 0.53 -0.25
O -0.79945 -2.59078 0.29736 0.09 -0.43 0.81
O -0.70088 -2.57964 -2.11245 -0.94 2.44 0.62
H -2.41159 1.20843 -1.27530 0.42 -0.25 0.53
H 1.25953 3.30211 0.76003 -0.72 -1.15 1.35
H -0.25789 2.77297 1.81865 2.09 -0.12 -0.40
H 1.36816 1.89694 1.98064 1.57 0.12 1.96
H -0.80792 -3.53101 0.11502 0.18 -0.44 0.36
H -0.24504 -3.36203 -2.29607 0.97 -1.85 0.06
```
Forces are in eV/Å.

Results
energy above the lowest of the compared OMol25 structures with the same formula, charge and spin: 565.9 kJ/mol

---

No. 3
C23H27N5O3 | ωB97M-V with the def2-TZVPD basis set

```
58
Properties=species:S:1:pos:R:3:forces:R:3
C -2.27192 3.30970 2.77318 -0.21 -0.12 0.01
O -1.06702 4.03044 2.69194 0.30 0.17 -0.11
C -0.49947 4.21872 1.47081 0.15 0.07 -0.08
C -1.02301 3.75277 0.26832 -0.24 -0.09 0.25
C -0.34935 3.98668 -0.91635 0.23 0.22 -0.01
C 0.84937 4.68826 -0.92578 -0.26 0.17 0.19
C 1.56008 4.99753 -2.19444 -0.06 0.07 -0.11
O 1.98630 6.10577 -2.45514 0.10 0.13 0.13
N 1.67177 3.98790 -3.10783 0.11 0.21 -0.55
C 1.46539 2.61016 -2.95119 0.06 -0.49 0.17
C 0.98836 1.89406 -4.06206 -0.02 0.09 0.08
C 0.75904 0.53601 -4.01110 -0.01 -0.18 -0.05
C 1.01477 -0.10484 -2.80932 0.20 0.61 0.30
C 1.51506 0.60162 -1.68926 -0.32 -0.27 -0.73
C 1.75682 1.96686 -1.75879 0.03 -0.13 -0.24
N 1.69438 -0.27336 -0.65036 0.19 -0.16 0.61
C 1.33076 -1.44098 -1.10382 0.12 0.09 0.02
C 1.37443 -2.69422 -0.29916 -0.08 -0.11 0.08
N 0.03778 -3.26277 -0.16044 0.04 0.00 -0.10
C -0.89540 -2.39215 0.53334 -0.07 0.18 0.20
C -0.67510 -2.35113 2.05602 -0.11 0.23 -0.32
N -0.70982 -3.69452 2.58527 0.33 0.00 -0.24
C -1.61875 -4.21486 3.44537 -0.18 0.19 0.20
C -2.63084 -3.25344 4.03389 -0.01 -0.25 0.08
O -1.60701 -5.39435 3.74372 -0.15 -0.28 0.16
C 0.25844 -4.56901 1.95293 0.01 -0.35 -0.18
C 0.02163 -4.58752 0.43814 0.06 -0.09 0.20
N 0.90051 -1.41022 -2.40034 0.00 0.10 0.29
C 0.42871 -2.51627 -3.18424 0.04 -0.35 -0.32
C 1.35025 5.18739 0.27467 -0.06 -0.10 -0.17
C 0.69303 4.94602 1.45961 -0.15 -0.10 0.14
H -2.52696 3.28043 3.83142 -0.02 -0.03 -0.09
H -2.15390 2.28676 2.40047 -0.01 0.04 0.00
H -3.07676 3.80706 2.22220 0.04 -0.03 0.01
H -1.95431 3.20928 0.24022 -0.08 -0.04 0.04
H -0.77327 3.62738 -1.84254 -0.01 -0.07 -0.06
H 2.00458 4.28987 -4.01560 -0.01 0.07 0.22
H 0.79761 2.43220 -4.97907 -0.06 0.06 -0.08
H 0.39771 0.00187 -4.87671 -0.03 -0.03 -0.11
H 2.15974 2.49485 -0.91165 0.06 0.03 0.10
H 1.85772 -2.44597 0.65536 0.05 -0.01 -0.14
H 1.99420 -3.43475 -0.81582 0.02 0.00 0.09
H -0.80713 -1.38399 0.12497 -0.09 0.02 0.01
H -1.90253 -2.77001 0.32828 -0.02 0.08 0.06
H -1.43772 -1.72878 2.51729 0.05 0.00 0.03
H 0.30505 -1.90820 2.27021 -0.09 0.05 0.05
H -2.13438 -2.43634 4.55218 -0.01 0.13 -0.01
H -3.27885 -2.85000 3.25870 -0.04 0.11 -0.03
H -3.23828 -3.80666 4.74489 0.03 -0.01 -0.03
H 0.13033 -5.56707 2.37373 0.10 0.13 -0.05
H 1.26869 -4.20944 2.17819 -0.02 -0.04 0.02
H 0.77389 -5.20909 -0.05109 -0.02 -0.04 -0.02
H -0.96527 -5.01870 0.24178 0.06 -0.08 0.05
H 0.02162 -3.27447 -2.51711 -0.01 0.06 -0.07
H -0.35436 -2.17260 -3.85983 -0.01 -0.04 0.02
H 1.24047 -2.94648 -3.77778 -0.07 0.01 -0.03
H 2.26575 5.75891 0.26198 0.08 0.08 0.01
H 1.07714 5.31371 2.39775 0.05 0.04 0.11
```
Forces are in eV/Å.

Results
structure (SMILES): COc1ccc(C(=O)Nc2ccc3c(c2)nc(CN2CCN(C(C)=O)CC2)n3C)cc1
energy above the lowest of the compared OMol25 structures with the same formula, charge and spin: 132.4 kJ/mol

---

No. 4
C4H8O2 | ωB97M-V with the def2-TZVPD basis set

```
14
Properties=species:S:1:pos:R:3:forces:R:3
C -0.90665 -1.05353 0.39697 0.02 0.21 -0.16
C -1.33557 0.32263 -0.04114 -0.23 -0.14 0.09
O -0.36183 1.15714 -0.64678 -0.01 0.04 -0.06
C 0.81226 1.13748 0.13143 0.23 -0.02 0.11
C 1.34221 -0.27822 0.21878 0.12 0.11 -0.09
O 0.36436 -1.17669 0.77430 -0.04 -0.04 0.07
H -1.18059 -1.94824 -0.55838 -0.10 -0.14 -0.04
H -0.79933 -1.64292 -1.27186 0.05 0.11 0.08
H -2.17989 0.25406 -0.73056 0.13 -0.04 0.13
H -1.69422 0.79627 0.89085 0.06 -0.02 -0.11
H 0.61285 1.52805 1.14360 0.01 -0.04 -0.14
H 1.54390 1.78875 -0.35584 -0.08 -0.10 0.08
H 2.22371 -0.35255 0.86059 -0.12 0.04 -0.09
H 1.58342 -0.65035 -0.78658 -0.03 0.04 0.12
```
Forces are in eV/Å.

Results
energy above the lowest of the compared OMol25 structures with the same formula, charge and spin: 521.4 kJ/mol

---

No. 5
C5H17N4O | ωB97M-V with the def2-TZVPD basis set

```
27
Properties=species:S:1:pos:R:3:forces:R:3
C 2.39651 0.40670 -1.62955 2.40 2.10 4.06
C -2.67056 -1.19336 1.13056 -0.98 0.55 -0.20
C -0.31484 2.39450 0.40712 -3.10 1.76 2.29
C 0.96390 -0.54543 0.14114 -2.67 1.11 0.26
C -0.56938 -0.62111 -0.04014 0.33 -0.41 1.24
N 1.30385 -1.50265 1.13293 1.26 -2.14 0.09
N 1.41864 -0.50140 -1.21044 -0.47 -2.16 0.59
N -1.28183 -0.84285 1.05073 -0.45 -0.14 -1.28
N -0.99994 1.44772 -0.42867 -0.28 -0.73 -0.70
O -1.01405 -0.98061 -1.20433 -2.85 -0.62 1.06
H 3.45111 0.02176 -1.60349 -0.93 0.44 -0.04
H 2.15770 0.80931 -2.52520 -0.44 1.04 -3.11
H 2.29973 1.31852 -0.88892 0.68 -1.54 -1.37
H -2.83344 -2.21060 1.44693 0.22 -0.37 0.43
H -3.24015 -0.50555 1.81168 0.52 -0.55 -0.84
H -3.01562 -1.17822 0.10775 -0.69 0.30 -0.14
H 0.68432 2.24272 0.21730 2.42 0.44 -0.26
H -0.62186 3.55155 0.37882 0.62 -2.60 -0.31
H -0.51876 2.05856 1.49257 0.41 0.61 -1.47
H 1.09702 0.39739 0.63015 0.55 0.70 0.08
H 2.26893 -1.35607 1.39565 0.12 -0.10 0.33
H 1.20007 -2.54358 0.96044 -0.11 1.83 -0.22
H 1.70423 -1.44145 -1.30881 0.77 -1.26 -1.10
H -0.82082 -0.68562 1.88998 1.20 0.15 1.61
H -1.94279 1.17778 -0.14481 0.28 0.80 -0.65
H -0.81988 1.43994 -1.44417 -0.50 0.47 0.95
H -0.28211 -1.15796 -1.76524 1.70 0.30 -1.32
```
Forces are in eV/Å.

Results
charge: +1
energy above the lowest of the compared OMol25 structures with the same formula, charge and spin: 78.6 kJ/mol